Molecular formula: C25H27BF17NO12PS
Method: DFT, ωB97M-V/def2-TZVPD

```
85
Properties=species:S:1:pos:R:3:forces:R:3:lowdin_charge:R:1
O 3.246 -0.324 3.481 0.05 -0.21 -0.03 0.097
C 2.814 0.598 2.860 0.31 -0.18 0.33 -0.369
O 1.790 0.461 2.018 -0.18 0.07 -0.02 -0.010
C 1.139 1.662 1.572 0.06 -0.01 -0.13 -0.163
C -0.122 1.222 0.845 0.22 0.17 -0.01 -0.150
C 0.053 1.238 -0.667 0.06 -0.20 0.04 -0.152
C -1.151 0.703 -1.483 0.34 -0.13 -0.07 -0.126
C -2.424 0.539 -0.695 0.11 -0.15 -0.01 -0.151
C -2.531 -0.761 -0.171 0.41 -0.04 -0.25 0.071
C -3.562 -1.133 0.595 -0.31 -0.21 0.25 -0.193
O -3.691 -2.372 1.104 0.13 -0.09 0.05 0.181
B -2.600 -3.005 1.731 -0.17 -0.18 0.08 -0.790
O -2.571 -4.354 1.786 0.07 0.01 -0.16 0.239
O -1.654 -2.232 2.310 0.10 -0.01 -0.13 0.235
C -4.610 -0.214 0.831 0.14 0.59 -0.31 -0.014
C -5.644 -0.690 1.610 -0.02 -0.37 0.18 0.121
N -6.650 0.096 1.831 -0.43 0.08 0.25 -0.014
F -7.661 -0.364 2.590 -0.09 -0.06 0.10 0.139
C -6.792 1.329 1.326 -0.30 -0.19 0.18 0.048
C -5.820 1.865 0.552 0.81 -0.24 -0.64 -0.137
C -6.224 3.237 0.127 0.09 0.22 0.19 -0.185
S -5.913 4.291 1.568 -0.06 -0.03 0.16 0.701
O -7.197 4.462 2.188 -0.06 0.09 0.03 -0.331
O -4.823 3.746 2.320 -0.02 0.06 -0.06 -0.314
C -4.592 1.119 0.287 0.19 0.02 -0.04 0.018
C -3.397 1.501 -0.457 -0.71 -0.04 0.24 -0.078
P -3.078 3.162 -1.105 -0.56 0.46 0.37 0.459
O -3.245 4.238 -0.126 -0.43 -0.12 0.06 -0.239
O -4.009 3.211 -2.389 -0.15 -0.11 -0.21 -0.091
O -1.641 3.210 -1.767 0.04 0.57 0.07 -0.127
H 3.257 1.597 2.941 -0.24 0.32 -0.15 0.149
H 1.808 2.217 0.914 0.12 0.03 -0.09 0.128
H 0.903 2.300 2.418 -0.02 -0.03 0.22 0.130
H -0.948 1.854 1.165 -0.20 0.07 -0.03 0.121
H -0.321 0.210 1.187 -0.25 -0.10 0.11 0.115
H 0.335 2.234 -0.996 0.01 0.04 -0.03 0.101
H 0.900 0.597 -0.900 0.20 0.00 -0.08 0.123
H -1.292 1.279 -2.386 0.05 -0.10 -0.04 0.112
H -0.872 -0.289 -1.797 -0.08 -0.33 -0.19 0.089
H -1.757 -1.478 -0.387 0.13 -0.08 -0.07 0.142
H -3.155 -4.782 1.153 -0.11 -0.13 0.07 0.122
H -0.916 -2.769 2.620 0.10 0.11 0.19 0.137
H -5.667 -1.677 2.036 0.01 -0.13 0.06 0.178
H -7.698 1.845 1.592 -0.16 0.03 0.05 0.163
H -7.301 3.279 -0.006 -0.08 -0.01 0.00 0.113
H -5.800 3.628 -0.771 0.67 0.20 -0.41 0.080
H -5.557 5.450 0.991 0.23 0.19 -0.01 0.089
H -3.525 3.393 -3.204 -0.12 0.12 -0.09 0.104
H -1.081 3.787 -1.227 0.02 0.07 -0.13 0.113
C 7.811 3.189 1.589 -0.18 0.40 -0.21 -0.035
C 9.157 2.738 2.173 -0.09 -0.15 0.10 -0.446
C 10.061 1.871 1.291 0.02 0.08 0.01 -0.310
F 9.460 0.698 1.003 -0.03 -0.04 -0.01 0.098
F 11.200 1.618 1.968 0.00 -0.06 -0.03 0.107
F 8.972 2.145 3.367 0.01 0.03 -0.02 0.144
F 9.870 3.884 2.372 0.02 0.08 0.01 0.103
O 6.662 2.463 1.985 0.25 -0.28 0.31 0.051
C 6.197 1.380 1.308 -0.02 0.16 -0.08 -0.538
C 6.158 0.133 2.201 -0.03 -0.09 0.09 -0.292
F 7.399 -0.158 2.630 0.07 -0.02 -0.07 0.112
F 5.697 -0.907 1.468 -0.01 0.01 -0.04 0.102
F 6.859 1.149 0.165 0.05 0.02 0.02 0.160
F 4.901 1.653 0.964 -0.06 -0.06 -0.09 0.112
H 7.653 4.180 2.010 -0.01 0.01 0.00 0.149
H 7.867 3.302 0.506 0.08 -0.14 -0.02 0.148
H 10.307 2.393 0.362 0.00 -0.02 -0.01 0.173
H 5.502 0.285 3.058 0.01 0.02 0.01 0.151
C -0.474 -5.916 -3.363 0.26 -0.38 -0.10 -0.033
C -1.927 -5.469 -3.150 0.06 0.17 0.12 -0.438
C -2.616 -4.684 -4.271 -0.01 -0.06 0.01 -0.304
F -1.990 -3.511 -4.492 0.06 0.05 0.02 0.095
F -3.885 -4.420 -3.883 0.01 0.05 -0.03 0.096
F -2.044 -4.789 -1.981 0.00 -0.02 -0.05 0.118
F -2.658 -6.612 -3.037 -0.02 -0.09 0.03 0.108
O 0.534 -5.139 -2.746 -0.37 0.26 0.20 0.053
C 1.159 -4.090 -3.351 0.15 -0.03 0.03 -0.558
C 0.940 -2.802 -2.549 0.07 0.03 -0.05 -0.275
F -0.387 -2.527 -2.500 -0.08 0.08 0.13 0.075
F 1.554 -1.768 -3.162 -0.02 -0.01 0.00 0.105
F 0.801 -3.926 -4.635 -0.10 -0.06 0.01 0.164
F 2.485 -4.322 -3.316 0.11 -0.07 -0.15 0.158
H -0.412 -6.876 -2.852 0.01 -0.02 -0.02 0.152
H -0.265 -6.099 -4.417 -0.08 0.16 -0.06 0.152
H -2.637 -5.269 -5.194 -0.01 0.02 -0.01 0.176
H 1.336 -2.914 -1.539 -0.05 -0.02 0.02 0.178
```
Positions in Å, forces in eV/Å.

Output
HOMO level: -12.6 eV
Net charge: +1
Frontier orbital gap: 8.20 eV
Multiplicity: 1